C27H55IO23P2S | ωB97M-V with the def2-TZVPD basis set

Last column: Löwdin charge in e.
Atoms and positions in Å:
C -1.930 2.934 3.392  -0.0534
C -0.922 3.807 2.634  -0.2644
O -1.574 4.823 1.893  -0.1408
C -1.122 4.951 0.557  -0.1816
C -1.903 3.959 -0.292  -0.1903
O -1.456 3.844 -1.638  -0.1522
C -0.224 3.199 -1.776  -0.1875
C -0.312 1.664 -1.762  -0.5241
P -2.065 0.969 -1.558  0.5956
O -1.696 -0.613 -1.577  -0.3812
I -3.004 1.196 -3.777  0.5529
O 0.170 1.176 -3.093  -0.2700
S 1.293 0.086 -3.002  0.5455
O 0.955 -1.020 -3.807  -0.1901
O 2.590 0.655 -3.115  -0.2337
O 1.060 -0.264 -1.453  -0.2106
C 0.631 0.926 -0.800  -0.4107
P 2.132 1.855 -0.220  0.8193
O 1.843 2.669 0.981  -0.4250
H -1.767 1.880 3.168  0.0499
H -2.946 3.177 3.091  0.0788
H -1.817 3.054 4.466  0.0707
H -0.218 4.248 3.344  0.1226
H -0.318 3.174 1.978  0.0726
H -1.314 5.975 0.246  0.1323
H -0.042 4.782 0.528  0.1113
H -2.933 4.306 -0.346  0.1402
H -1.927 2.995 0.223  0.0840
H 0.494 3.557 -1.035  0.0886
H 0.177 3.457 -2.754  0.1517
H -1.720 -0.938 -0.666  0.0347
H 0.107 0.686 0.130  0.1157
H 3.096 0.856 -0.024  0.0506
H 2.563 2.605 -1.321  0.0490
C 9.367 3.416 -0.156  -0.0649
C 8.644 4.725 -0.383  -0.2116
O 7.216 4.561 -0.368  0.0342
C 6.669 4.432 0.841  -0.6147
O 7.252 4.475 1.893  0.1247
O 5.358 4.257 0.683  0.0002
C 4.630 4.041 1.898  -0.0377
H 9.039 2.670 -0.880  0.0810
H 10.442 3.560 -0.264  0.0801
H 9.170 3.029 0.843  0.0748
H 8.866 5.118 -1.373  0.1216
H 8.932 5.476 0.352  0.1230
H 4.822 4.832 2.620  0.0979
H 4.898 3.076 2.327  0.1007
H 3.579 4.031 1.634  0.0593
C -1.552 -5.207 -1.226  -0.0518
C -2.241 -3.864 -1.338  -0.2117
O -3.673 -4.012 -1.391  0.0493
C -4.222 -4.157 -0.188  -0.6025
O -3.638 -3.945 0.843  0.1118
O -5.507 -4.454 -0.340  0.0021
C -6.241 -4.752 0.853  -0.0322
H -1.860 -5.857 -2.046  0.0844
H -0.471 -5.077 -1.267  0.0856
H -1.804 -5.707 -0.291  0.0763
H -1.958 -3.380 -2.270  0.1261
H -1.972 -3.200 -0.517  0.0899
H -6.120 -3.971 1.601  0.0970
H -5.926 -5.711 1.259  0.0993
H -7.282 -4.806 0.550  0.0912
C -7.066 -1.482 -2.245  -0.0503
C -7.476 -1.654 -0.802  -0.2133
O -8.411 -0.650 -0.376  0.0430
C -9.668 -0.839 -0.771  -0.6131
O -10.083 -1.776 -1.403  0.1239
O -10.399 0.184 -0.327  0.0051
C -11.773 0.143 -0.724  -0.0389
H -6.683 -0.472 -2.399  0.0801
H -6.282 -2.198 -2.495  0.0785
H -7.901 -1.632 -2.927  0.0788
H -6.606 -1.524 -0.161  0.1230
H -7.890 -2.644 -0.612  0.1110
H -12.229 -0.804 -0.446  0.0947
H -11.861 0.295 -1.798  0.0982
H -12.261 0.957 -0.197  0.0925
C 1.018 0.789 2.937  -0.0648
C 1.766 -0.344 2.268  -0.2053
O 1.391 -1.630 2.788  0.0590
C 0.223 -2.102 2.358  -0.5903
O -0.508 -1.553 1.565  0.1056
O 0.016 -3.293 2.912  0.0246
C -1.258 -3.864 2.572  -0.0272
H 1.148 0.742 4.019  0.0950
H 1.393 1.748 2.579  0.0418
H -0.049 0.734 2.723  0.0580
H 2.833 -0.266 2.466  0.1331
H 1.624 -0.335 1.187  0.0698
H -1.397 -3.848 1.498  0.0526
H -2.061 -3.308 3.050  0.1019
H -1.258 -4.889 2.929  0.1018
C 4.285 -2.400 -2.626  -0.0571
C 5.252 -1.339 -2.154  -0.2037
O 5.722 -1.588 -0.815  0.0326
C 6.657 -2.527 -0.700  -0.6148
O 7.159 -3.149 -1.600  0.1254
O 6.958 -2.654 0.594  0.0022
C 7.920 -3.673 0.878  -0.0392
H 3.461 -2.504 -1.917  0.0812
H 3.876 -2.126 -3.597  0.0806
H 4.772 -3.370 -2.716  0.0776
H 4.754 -0.373 -2.098  0.0998
H 6.102 -1.240 -2.828  0.1273
H 8.821 -3.534 0.285  0.0951
H 7.497 -4.657 0.682  0.0981
H 8.154 -3.578 1.934  0.0924

Cartesian forces (eV/Å) of the 6 atoms listed first:
0.242 -0.055 -0.112
0.020 -0.566 0.147
-0.110 0.231 -0.031
0.132 -0.014 0.383
-0.141 0.359 0.124
-0.102 -0.146 0.109

The gap between HOMO and LUMO comes out at 0.3370 hartree. The SMILES is CCOCCOC[C@@]1(P(O)I)OS(=O)(=O)O[C@H]1[PH2]=O.CCOC(=O)OC.CCOC(=O)OC.CCOC(=O)OC.CCOC(=O)OC.CCOC(=O)OC. The total charge is 0. The HOMO energy comes out at -9.37 eV. For the maximum force, the calculation gives 1.442 eV Å⁻¹. The calculation puts the energy relative to the best compared isomer or geometry (same formula, charge and spin) at 0.000 eV. The calculation puts the total energy at -4170.94715 a.u.